This record from OMol25 describes a 11-piece molecular cluster, C69H149N11O11 overall at a distorted geometry. The level of theory is ωB97M-V/def2-TZVPD.

Computed properties:
Gap between HOMO and LUMO: 8.734 eV
E: -112874.006 eV
SMILES string: CC1(C)CCCC(C)(C)N1O.CC1(C)CCCC(C)(C)N1O.CC1(C)CCCC(C)(C)N1O.CC1(C)CCCC(C)(C)N1O.CC1(C)CCCC(C)(C)N1O.CC1(C)CCCC(C)(C)N1O.CN(C)C=O.CN(C)C=O.CN(C)C=O.CN(C)C=O.CN(C)C=O

Geometry as ORCA input:
```
! wB97M-V def2-TZVPD RIJCOSX def2/J DEFGRID3
* xyz 0 1
C -2.4298 -2.3299 -9.8720
C -1.2360 -2.2636 -8.9084
C -0.0746 -1.5664 -9.6765
C -1.5644 -1.4198 -7.6195
C -0.3718 -1.5614 -6.6754
C -0.1732 -3.0274 -6.3544
C 0.1663 -3.9375 -7.5849
C 1.6076 -3.6980 -8.0722
C 0.0497 -5.3915 -7.1444
N -0.8902 -3.6162 -8.5623
O -0.6133 -4.4052 -9.7372
H -2.2043 -2.5229 -10.8804
H -3.1108 -3.0723 -9.5042
H -2.9279 -1.3113 -9.8373
H 0.4978 -2.2707 -10.3313
H -0.5004 -0.8928 -10.4229
H 0.4970 -1.0852 -8.9406
H -1.6279 -0.4277 -7.9567
H -2.5003 -1.7725 -7.2195
H 0.4588 -1.1581 -7.2161
H -0.5601 -0.9869 -5.7420
H -1.1063 -3.2638 -5.9057
H 0.5194 -3.1907 -5.5916
H 1.8273 -2.6592 -8.3413
H 1.8104 -4.3509 -8.9381
H 2.2179 -4.0245 -7.3032
H -0.9729 -5.6564 -6.8093
H 0.7293 -5.5834 -6.3367
H 0.3027 -6.0666 -8.0000
H -1.1291 -5.1470 -9.4629
C 4.0714 -1.5082 -3.1814
C 2.8566 -2.3272 -3.0385
C 1.6457 -1.4357 -3.3706
C 2.9368 -3.4881 -4.0553
C 4.0230 -4.5070 -3.7814
C 3.6339 -5.2265 -2.4710
C 3.4220 -4.1608 -1.3707
C 2.7119 -4.8694 -0.3006
C 4.7882 -3.7798 -0.7220
N 2.5777 -3.0350 -1.7719
O 2.6001 -2.0198 -0.6600
H 4.0750 -0.7739 -2.4002
H 4.9901 -2.0334 -3.0037
H 4.0971 -0.9195 -4.0998
H 0.7929 -2.1820 -3.4540
H 1.4409 -0.8823 -2.4837
H 1.8421 -0.8149 -4.2040
H 2.0355 -4.0344 -3.9368
H 2.9632 -3.0036 -5.0401
H 4.1250 -5.2353 -4.6162
H 5.1130 -4.1291 -3.6585
H 4.3636 -5.9384 -2.0687
H 2.6938 -5.6746 -2.6390
H 3.2245 -5.7016 0.1601
H 1.7775 -5.1535 -0.7365
H 2.3700 -4.2606 0.5006
H 4.5793 -3.0145 0.0665
H 5.4734 -3.2924 -1.3788
H 5.1837 -4.6561 -0.2204
H 1.6779 -2.1082 -0.2550
C -0.8724 -4.3174 6.2475
C -0.0637 -3.1196 5.8041
C 1.3736 -3.3730 6.3828
C -0.0405 -2.9349 4.3653
C 0.6187 -1.5828 3.9438
C -0.2264 -0.4458 4.5920
C -0.3113 -0.5754 6.1233
C 1.0129 -0.2062 6.7427
C -1.3717 0.3034 6.6871
N -0.8009 -1.9690 6.4326
O -0.8117 -2.1325 7.8310
H -0.6126 -5.2025 5.6960
H -0.8300 -4.4930 7.3360
H -1.9224 -4.1131 6.0382
H 1.3675 -3.2101 7.4217
H 1.6981 -4.3576 6.1349
H 2.1439 -2.6338 6.0253
H 0.4706 -3.7915 3.9423
H -1.0074 -3.0041 3.8832
H 1.6406 -1.3453 4.2420
H 0.4848 -1.5080 2.9170
H -1.2847 -0.4604 4.2844
H 0.2758 0.5142 4.3141
H 1.0827 -0.5671 7.7439
H 1.0995 0.9000 6.6869
H 1.7576 -0.6193 6.1455
H -2.3583 0.1135 6.2953
H -1.0479 1.3057 6.4633
H -1.4146 0.2243 7.7539
H -1.7972 -2.2112 7.9749
C 1.5790 5.5212 -0.9123
C 0.5409 5.3619 -2.1137
C -0.5735 6.2894 -1.7741
C 1.1798 5.7861 -3.4769
C 2.1641 4.7134 -4.0653
C 1.4879 3.3746 -4.1151
C 0.9151 2.9180 -2.7919
C 0.0892 1.6957 -3.0565
C 2.0887 2.5111 -1.8492
N 0.0157 3.9255 -2.2820
O -0.4004 3.5401 -0.9411
H 2.5683 5.2651 -1.2394
H 1.5847 6.4728 -0.4786
H 1.3085 4.7906 -0.1361
H -1.4700 6.2827 -2.5392
H -0.7488 6.1944 -0.6547
H -0.0507 7.2422 -1.8505
H 0.3586 5.8561 -4.1191
H 1.6243 6.7547 -3.2471
H 2.5469 5.1229 -5.0088
H 3.0618 4.6269 -3.4074
H 2.1441 2.6467 -4.4510
H 0.7082 3.5202 -4.8859
H -0.3489 1.3050 -2.0816
H 0.7715 0.9379 -3.5075
H -0.7198 2.0035 -3.7263
H 1.6599 2.0061 -0.9699
H 2.7782 3.3044 -1.6152
H 2.7388 1.7215 -2.2329
H -1.3855 3.5328 -0.8927
C -0.2659 3.4084 2.8968
C -0.7372 4.5891 3.8108
C -0.3478 4.1243 5.1909
C -0.0103 5.8961 3.5238
C -0.5009 6.4915 2.1364
C -1.9650 6.8275 2.1834
C -2.7851 5.6063 2.5865
C -4.1284 6.0539 3.0058
C -2.9943 4.6013 1.4106
N -2.1684 4.9595 3.8242
O -2.9000 3.7574 4.1164
H -0.9345 2.5939 3.1168
H -0.2001 3.7562 1.8996
H 0.7874 3.0652 3.1823
H -0.5432 4.8274 5.9637
H -0.9413 3.2270 5.4172
H 0.7857 3.9530 5.1723
H -0.3413 6.6106 4.3559
H 1.0454 5.8391 3.5352
H 0.0830 7.3734 1.8855
H -0.3373 5.6731 1.4492
H -2.3663 7.2362 1.2721
H -2.0958 7.6275 2.8760
H -4.9199 5.2435 2.9111
H -4.4419 6.9428 2.4211
H -4.1441 6.3904 4.0999
H -3.3224 3.6073 1.7402
H -2.0663 4.4075 0.9258
H -3.6850 4.9093 0.6570
H -3.5273 3.9955 4.8196
C 4.0782 -2.3285 3.1288
C 4.7057 -0.9087 3.1776
C 6.1287 -1.1368 2.5936
C 3.8436 0.0594 2.3733
C 4.3355 1.4614 2.4493
C 4.3400 1.8983 3.9395
C 5.1835 0.9058 4.8219
C 6.7589 1.0078 4.6570
C 4.9100 1.2614 6.2442
N 4.6574 -0.4454 4.5747
O 5.4472 -1.2971 5.3802
H 3.1102 -2.3377 3.6920
H 4.0624 -2.6958 2.1350
H 4.6461 -3.0171 3.8033
H 6.7359 -1.3604 3.4087
H 6.1980 -1.9588 1.8739
H 6.4695 -0.2553 2.0887
H 3.8815 -0.2920 1.3151
H 2.7719 -0.0655 2.6464
H 5.3368 1.4128 2.1376
H 3.8015 2.1646 1.8602
H 3.3602 1.9795 4.3339
H 4.7920 2.8906 4.0596
H 7.2350 0.0938 5.1168
H 7.1456 1.8467 5.1190
H 7.1584 1.0135 3.6140
H 3.8749 1.0446 6.4571
H 4.9863 2.3134 6.4848
H 5.5805 0.6640 6.9174
H 4.8067 -1.9256 5.7257
C -2.5362 -3.5962 -2.5830
N -2.7298 -2.1571 -2.3973
C -1.9720 -1.2323 -3.2171
C -3.9261 -1.7451 -1.9708
O -4.3943 -0.6386 -2.1381
H -2.2337 -3.7823 -3.6054
H -3.4455 -4.1775 -2.3422
H -1.6565 -3.9227 -2.0004
H -0.9237 -1.5438 -3.0746
H -2.2679 -1.2590 -4.2798
H -2.1175 -0.2182 -2.8872
H -4.4983 -2.4584 -1.3951
C -2.3323 0.3651 1.0143
N -1.0503 -0.2863 0.8748
C 0.0986 0.5837 0.7042
C -1.0106 -1.5963 0.6354
O -0.0222 -2.2457 0.2641
H -2.4560 1.2299 0.3644
H -2.3999 0.7799 2.0629
H -3.0817 -0.4518 0.7702
H -0.0375 1.6640 0.5564
H 0.8267 0.6018 1.5477
H 0.6599 0.1062 -0.1148
H -2.0782 -1.9511 0.6502
C -3.8727 -4.1485 2.0454
N -2.7944 -5.0426 2.2808
C -1.8781 -5.2882 1.1802
C -2.6344 -5.7448 3.3874
O -1.6662 -6.5028 3.4724
H -3.5747 -3.1494 1.6376
H -4.2725 -3.8647 3.0262
H -4.6451 -4.6074 1.5002
H -0.9082 -5.3877 1.6344
H -1.9890 -6.1707 0.5980
H -1.9224 -4.4325 0.6109
H -3.3474 -5.5820 4.2393
C -6.4007 2.3663 -2.4315
N -5.2003 3.0487 -1.8991
C -4.8360 4.2232 -2.6491
C -4.2479 2.3492 -1.2496
O -3.1299 2.7754 -1.0762
H -7.3315 3.0041 -2.4945
H -6.6510 1.5156 -1.7869
H -6.2318 1.8834 -3.4235
H -4.2003 4.9559 -2.0648
H -4.2805 3.9870 -3.5400
H -5.7480 4.6288 -3.0564
H -4.4703 1.3640 -0.8110
C -6.4532 2.2695 1.6952
N -5.8652 1.0462 2.1222
C -5.1086 1.0613 3.3858
C -5.9269 -0.0252 1.2617
O -5.4275 -1.1482 1.4844
H -7.1470 2.0600 0.8408
H -5.6887 3.0156 1.3290
H -7.0649 2.7466 2.4763
H -5.8036 1.0597 4.2114
H -4.3890 0.2652 3.4137
H -4.5022 1.9718 3.4477
H -6.4241 0.2559 0.3569
*
```